{
  "formula": "C5H7NOS",
  "method": "ωB97M-V/def2-TZVPD",
  "elements": ["S", "O", "N", "C", "C", "C", "C", "C", "H", "H", "H", "H", "H", "H", "H"],
  "positions_angstrom": [[-2.43535, 0.06271, -0.11359], [2.83459, 0.34288, -0.25126], [1.26881, -1.40712, 0.14509], [0.38326, 0.60654, 0.00257], [-0.67613, -0.38996, -0.04260], [0.00594, 2.10619, 0.11868], [-0.15614, -1.64656, 0.09189], [1.53066, -0.07985, 0.06320], [-2.92678, -1.07928, 0.53833], [-0.67789, 2.12911, 1.06845], [-0.67266, 2.43777, -0.80382], [1.81905, -2.23140, -0.11944], [0.94990, 2.68873, 0.43412], [-0.47535, -2.63469, -0.01016], [2.86554, 1.21501, 0.30193]],
  "e_above_lowest_kj_mol": 180.7,
  "lumo_ev": 0.62,
  "smiles": "Cc1c(S)c[nH]c1O",
  "homo_lumo_gap_ev": 8.6,
  "multiplicity": 1,
  "energy_ev": -19669.730,
  "homo_ev": -8.0084
}

=====

{
  "formula": "C5H9N2O2",
  "method": "ωB97M-V/def2-TZVPD",
  "elements": ["O", "O", "N", "N", "C", "C", "C", "C", "C", "H", "H", "H", "H", "H", "H", "H", "H", "H"],
  "positions_angstrom": [[-3.13954, -1.11518, 0.29544], [0.39934, 1.44894, -0.93500], [1.75357, -1.80867, -0.64375], [1.09027, 0.42074, -0.37265], [1.10898, -0.72642, -1.01242], [-2.32966, -0.18279, 0.79717], [-0.96305, 1.51095, -0.60732], [1.47987, 0.81656, 0.97596], [-1.64731, 0.71757, 0.14296], [2.55293, -1.59040, -0.09552], [0.43131, -0.69966, -1.75443], [0.94968, 1.59976, 1.37730], [2.49123, 0.99347, 0.96893], [-3.15198, -0.78789, -0.63146], [1.20621, -0.11735, 1.73512], [-2.43956, -0.33512, 1.79958], [-1.39381, 2.54354, -0.96349], [1.60151, -2.68804, -1.07643]],
  "e_above_lowest_kj_mol": 625.9,
  "lumo_ev": -3.78,
  "smiles": "CN(C=[NH2+])OC=C=CO",
  "homo_lumo_gap_ev": 9.3,
  "multiplicity": 1,
  "energy_ev": -12394.468,
  "homo_ev": -13.0816,
  "total_charge": 1
}

=====

{
  "formula": "C5H12O2",
  "method": "ωB97M-V/def2-TZVPD",
  "elements": ["O", "O", "C", "C", "C", "C", "C", "H", "H", "H", "H", "H", "H", "H", "H", "H", "H", "H", "H"],
  "positions_angstrom": [[1.62965, -0.19943, -2.33733], [1.71887, 0.78022, 0.21599], [-1.48756, 0.28465, 2.07115], [-0.02296, 0.11075, 1.68589], [0.36379, 0.44581, 0.30576], [-0.08899, -0.58025, -0.68104], [0.21335, -0.21025, -2.15095], [0.37014, -1.77424, 0.33766], [-1.72300, 1.22600, 2.59637], [-1.14678, -0.83024, -0.56600], [-0.18786, 0.78058, -2.47319], [1.84579, 0.33522, -3.11108], [-1.76316, -0.52659, 2.74462], [-0.26352, -0.94590, -2.80827], [0.68377, 0.50400, 2.42743], [2.05246, 0.39679, -0.61395], [0.32391, -1.48298, 1.41340], [-2.15062, 0.23348, 1.19809], [-0.31788, 1.25930, -0.01840]],
  "e_above_lowest_kj_mol": 503.4,
  "lumo_ev": 0.46,
  "homo_lumo_gap_ev": 9.1,
  "multiplicity": 1,
  "energy_ev": -9469.918,
  "homo_ev": -8.6056
}

=====

{
  "formula": "C11H24N3S",
  "method": "ωB97M-V/def2-TZVPD",
  "elements": ["S", "N", "N", "N", "C", "C", "C", "C", "C", "C", "C", "C", "C", "C", "C", "H", "H", "H", "H", "H", "H", "H", "H", "H", "H", "H", "H", "H", "H", "H", "H", "H", "H", "H", "H", "H", "H", "H", "H"],
  "positions_angstrom": [[-1.30942, 0.42694, 2.58919], [-1.90957, 0.37230, -2.18058], [0.84485, -0.98444, 2.04096], [-0.42844, -0.25850, 0.15263], [4.63842, 1.20591, 1.34341], [-1.63519, -1.03371, -0.24421], [-0.22362, -0.30125, 1.62526], [-0.54312, 1.13629, -0.35120], [-2.46182, 0.58451, -3.50747], [-1.60814, 0.08027, -4.67078], [1.92000, -1.58051, 1.26702], [3.58440, 0.24465, 1.87865], [-0.71033, 1.11157, -1.86793], [-1.77919, -1.00289, -1.76360], [2.92736, -0.54567, 0.74663], [0.19799, 0.68087, -2.33131], [-2.68239, -1.54724, -2.04132], [-2.62887, 1.65848, -3.61295], [-1.42020, 1.58673, 0.11592], [-1.53816, -2.05589, 0.12593], [5.42017, 0.66376, 0.81781], [-0.63896, 0.57336, -4.69111], [5.09553, 1.75433, 2.16149], [4.05347, -0.45030, 2.57701], [-0.91363, -1.51585, -2.22462], [0.97325, -0.96627, 3.04447], [-3.43656, 0.09239, -3.52716], [2.44812, 0.15408, 0.05572], [3.69749, -1.08056, 0.18902], [0.34762, 1.69387, -0.05626], [1.51103, -2.17695, 0.44335], [2.43802, -2.27160, 1.93334], [0.38331, -0.68646, -0.31097], [4.19659, 1.92468, 0.65675], [-0.81914, 2.13596, -2.22563], [2.82564, 0.81071, 2.42436], [-2.11515, 0.29765, -5.60557], [-1.45775, -0.99526, -4.61195], [-2.49968, -0.55991, 0.22363]],
  "e_above_lowest_kj_mol": 75.3,
  "lumo_ev": -3.24,
  "smiles": "CCCCNC(=S)[NH+]1CCN(CC)CC1",
  "homo_lumo_gap_ev": 9.0,
  "multiplicity": 1,
  "energy_ev": -27095.676,
  "homo_ev": -12.2789,
  "total_charge": 1
}

=====

{
  "formula": "C3H12N2O3",
  "method": "ωB97M-V/def2-TZVPD",
  "elements": ["O", "O", "O", "N", "N", "C", "C", "C", "H", "H", "H", "H", "H", "H", "H", "H", "H", "H", "H", "H"],
  "positions_angstrom": [[-2.32502, -0.95329, 1.36939], [2.37288, -0.64834, 2.05317], [-2.05056, 1.36068, -0.51373], [1.59489, -0.84157, -0.05212], [0.37986, 0.35320, 1.55018], [0.63163, -0.66484, -1.12555], [1.52493, -0.40316, 1.21933], [0.82601, 0.61099, -1.97498], [-1.43195, -0.72715, 1.67871], [2.41103, -1.38509, -0.24420], [-0.13479, 1.10338, -2.08123], [-0.38049, -0.71632, -0.72158], [1.47993, 1.29101, -1.43536], [1.27549, 0.38166, -2.93786], [-1.72698, 0.57976, -0.04747], [0.13351, 1.04956, 0.86181], [0.73363, -1.55620, -1.74711], [-3.00444, 1.21764, -0.42673], [0.58770, 0.78285, 2.44332], [-2.89726, -0.83479, 2.13201]],
  "e_above_lowest_kj_mol": 0.0,
  "lumo_ev": 0.62,
  "smiles": "CCNC(N)=O.O.O",
  "homo_lumo_gap_ev": 10.4,
  "multiplicity": 1,
  "energy_ev": -12429.349,
  "homo_ev": -9.7869
}

=====

{
  "formula": "C4H10O2",
  "method": "ωB97M-V/def2-TZVPD",
  "elements": ["O", "O", "C", "C", "C", "C", "H", "H", "H", "H", "H", "H", "H", "H", "H", "H"],
  "positions_angstrom": [[0.14999, -0.16285, -1.09072], [2.80595, -0.48927, -0.35347], [-1.41895, -1.65517, 0.01036], [-0.85011, 0.60947, 0.88778], [-0.73000, -0.33779, -0.05409], [-0.89090, 2.10928, 0.68610], [3.68971, -0.65132, -0.69144], [0.09734, 2.51887, 0.44980], [-2.23647, -1.60385, -0.71953], [2.83000, -0.53792, 0.60289], [-1.45365, 0.22544, 1.71015], [-1.41987, 2.31651, -0.24590], [-0.77651, -2.47679, -0.30364], [-1.31723, 2.55287, 1.54289], [-1.92804, -1.85128, 0.94914], [1.03774, 0.00779, -0.76028]],
  "e_above_lowest_kj_mol": 149.1,
  "lumo_ev": 0.51,
  "smiles": "C/C=C(/C)O.O",
  "homo_lumo_gap_ev": 8.7,
  "multiplicity": 1,
  "energy_ev": -8404.002,
  "homo_ev": -8.1537
}

=====

{
  "formula": "C6H15N4O",
  "method": "ωB97M-V/def2-TZVPD",
  "elements": ["O", "N", "N", "N", "N", "C", "C", "C", "C", "C", "C", "H", "H", "H", "H", "H", "H", "H", "H", "H", "H", "H", "H", "H", "H", "H"],
  "positions_angstrom": [[2.42077, -2.13421, 0.80326], [-1.06174, 0.81285, 1.44246], [1.26174, -2.05283, 0.36660], [1.46820, 0.61455, 0.81667], [-2.95891, 0.09713, 0.33041], [-0.78535, -0.77400, -0.34204], [-3.64439, -0.59317, -0.74242], [3.40246, 1.03836, -0.69243], [-1.65539, 0.09237, 0.53282], [1.98812, 1.40537, -0.26760], [0.53784, -1.00247, 0.25662], [-3.37700, -0.16644, -1.71155], [0.82257, -2.95453, 0.07589], [1.97563, 2.43409, 0.11910], [-1.27288, -1.73688, -0.53057], [-3.53198, 0.68069, 0.92556], [0.02116, 0.84538, 1.40435], [2.21789, 0.15128, 1.32549], [4.08253, 1.14478, 0.14838], [1.29851, 1.37876, -1.11619], [-3.40530, -1.65751, -0.75162], [-1.58521, 1.42025, 2.05538], [3.44787, 0.01157, -1.04702], [3.73619, 1.70169, -1.48505], [-0.68723, -0.26847, -1.31401], [-4.71609, -0.48863, -0.60252]],
  "e_above_lowest_kj_mol": 308.5,
  "lumo_ev": -3.05,
  "homo_lumo_gap_ev": 9.6,
  "multiplicity": 1,
  "energy_ev": -14463.312,
  "homo_ev": -12.6497,
  "total_charge": 1
}

=====

{
  "formula": "C4H7O2",
  "method": "ωB97M-V/def2-TZVPD",
  "elements": ["O", "O", "C", "C", "C", "C", "H", "H", "H", "H", "H", "H", "H"],
  "positions_angstrom": [[0.78169, -0.92044, 2.65231], [-1.69195, -0.12146, -1.60803], [0.18310, -0.12674, 0.43445], [0.80004, -0.11531, 1.67029], [-0.47996, 0.55109, -1.88930], [0.68259, 0.53996, -0.77069], [-0.18083, 0.08555, -2.82156], [0.97183, 1.65387, -0.60899], [1.62308, 0.60084, 1.77620], [-2.10909, 0.04927, -0.75820], [1.57606, 0.00423, -1.16024], [-0.68237, -0.78197, 0.36882], [-0.71355, 1.63535, -1.73534]],
  "e_above_lowest_kj_mol": 293.7,
  "lumo_ev": 3.97,
  "smiles": "[O-]/C=C/CCO",
  "homo_lumo_gap_ev": 5.9,
  "multiplicity": 1,
  "energy_ev": -8355.033,
  "homo_ev": -1.9806,
  "total_charge": -1
}